i) {"formula": "C6H10O2", "method": "ωB97M-V/def2-TZVPD", "gap_ev": 9.69, "e_lumo_ev": 0.902, "multiplicity": 1, "elements": ["C", "C", "C", "C", "C", "C", "H", "H", "H", "H", "H", "H", "H", "H", "H", "H", "O", "O"], "coordinates": [[1.994, -0.652, -0.049], [0.838, 0.096, 0.466], [0.455, 1.469, -0.328], [-1.516, 0.590, 0.133], [-2.088, -0.537, 0.337], [-0.607, -0.635, 0.238], [2.417, -1.271, 0.816], [1.817, -1.211, -0.901], [2.903, 0.022, -0.365], [0.998, 0.299, 1.664], [1.572, 1.632, -1.141], [0.251, 2.294, 0.553], [-1.793, 1.483, 1.061], [-2.770, -0.623, 1.211], [-2.388, -1.408, -0.378], [-0.610, -1.878, -1.186], [-0.802, 1.292, -0.925], [-0.671, -0.961, -1.208]]}

=====

ii) {"formula": "C6H10O2", "method": "ωB97M-V/def2-TZVPD", "gap_ev": 10.07, "smiles": "c1ccccc1.O.O", "e_lumo_ev": 0.733, "multiplicity": 1, "elements": ["C", "C", "C", "C", "C", "C", "H", "H", "H", "H", "H", "H", "O", "H", "H", "O", "H", "H"], "coordinates": [[-0.954, -1.292, -0.198], [-0.882, -1.122, 1.166], [-0.910, 0.139, 1.750], [-1.072, 1.235, 0.919], [-1.209, 1.081, -0.460], [-1.082, -0.176, -1.028], [-1.056, -2.280, -0.624], [-0.823, -1.993, 1.808], [-0.890, 0.347, 2.809], [-1.047, 2.240, 1.328], [-1.511, 1.922, -1.074], [-0.983, -0.248, -2.101], [1.955, -0.493, 0.773], [1.820, -0.659, -0.176], [2.839, -0.090, 0.740], [2.297, 0.361, -1.883], [1.923, 1.094, -1.385], [1.584, -0.066, -2.363]]}

=====

Stability, highest: ii)

=====

i) {"formula": "C6H10O2", "method": "ωB97M-V/def2-TZVPD", "gap_ev": 8.55, "e_lumo_ev": 0.213, "multiplicity": 1, "elements": ["C", "C", "C", "C", "C", "C", "O", "O", "H", "H", "H", "H", "H", "H", "H", "H", "H", "H"], "coordinates": [[-1.180, -0.833, -1.626], [-0.095, 1.819, -0.173], [1.817, 0.292, 0.545], [-0.514, -0.919, 0.997], [-0.318, -0.680, -0.432], [0.357, 0.418, 0.162], [0.251, -1.651, 1.852], [-1.783, -0.904, 1.038], [-0.328, -2.312, 2.260], [-0.531, -0.943, -2.500], [-1.815, 0.038, -1.803], [-1.856, -1.674, -1.485], [0.056, 2.031, -1.234], [0.485, 2.569, 0.365], [-1.149, 1.948, 0.072], [1.936, 0.457, 1.615], [2.429, 1.032, 0.028], [2.240, -0.687, 0.321]]}

=====

ii) {"formula": "C6H10O2", "method": "ωB97M-V/def2-TZVPD", "gap_ev": 10.19, "smiles": "CC(C)(O)C=O.C#C", "e_lumo_ev": 0.437, "multiplicity": 1, "elements": ["C", "C", "C", "O", "C", "O", "H", "H", "H", "H", "H", "H", "H", "H", "C", "C", "H", "H"], "coordinates": [[0.158, 1.428, 0.924], [0.419, 0.634, -0.359], [1.924, 0.507, -0.628], [-0.171, 1.345, -1.411], [-0.145, -0.961, -0.496], [-0.708, -1.232, -1.528], [0.583, 2.426, 0.817], [0.647, 0.948, 1.768], [-0.915, 1.559, 1.051], [2.378, 1.493, -0.720], [2.109, -0.001, -1.573], [2.418, -0.037, 0.175], [-0.550, 0.706, -2.041], [0.492, -1.677, 0.035], [-1.680, -1.800, 1.376], [-2.708, -2.067, 0.810], [-0.701, -1.150, 1.625], [-3.553, -2.121, 0.174]]}

=====

iii) {"formula": "C6H10O2", "method": "ωB97M-V/def2-TZVPD", "gap_ev": 8.58, "smiles": "CC(=O)C=O.C=CC", "e_lumo_ev": 0.263, "multiplicity": 1, "elements": ["C", "C", "O", "C", "O", "H", "H", "H", "H", "C", "C", "C", "H", "H", "H", "H", "H", "H"], "coordinates": [[-2.469, 0.629, 1.215], [-1.546, 0.537, 0.031], [-1.665, -0.237, -0.881], [-0.404, 1.973, -0.102], [-0.816, 3.017, 0.263], [-3.399, 0.090, 1.033], [-1.956, 0.195, 2.076], [-2.674, 1.674, 1.447], [0.328, 1.194, -0.352], [1.239, -1.152, 0.797], [2.036, -0.829, -0.213], [1.687, -0.995, -1.658], [0.297, -1.657, 0.630], [1.554, -1.049, 1.826], [2.966, -0.308, -0.008], [0.657, -1.324, -1.781], [2.365, -1.710, -2.131], [1.801, -0.048, -2.192]]}

=====

Stability, highest: iii)

=====

i) {"formula": "C6H10O2", "method": "ωB97M-V/def2-TZVPD", "gap_ev": 9.38, "smiles": "CC(=O)C(O)=C(C)C", "e_lumo_ev": 0.693, "multiplicity": 1, "elements": ["C", "C", "O", "C", "O", "C", "C", "C", "H", "H", "H", "H", "H", "H", "H", "H", "H", "H"], "coordinates": [[-2.723, -0.492, -0.026], [-1.460, 0.351, 0.045], [-1.525, 1.562, 0.084], [-0.142, -0.427, -0.003], [-0.203, -1.784, 0.166], [1.022, 0.229, 0.017], [1.215, 1.702, 0.001], [2.317, -0.655, -0.024], [-2.740, -1.082, -0.942], [-2.793, -1.154, 0.837], [-3.583, 0.175, -0.019], [-1.064, -2.143, -0.075], [2.274, 1.946, 0.030], [0.759, 2.145, -0.883], [0.724, 2.158, 0.860], [2.850, -0.486, -0.959], [2.964, -0.333, 0.791], [2.107, -1.712, 0.101]]}

=====

ii) {"formula": "C6H10O2", "method": "ωB97M-V/def2-TZVPD", "gap_ev": 9.92, "smiles": "C=C(C=O)C[C@H](C)O", "e_lumo_ev": 0.811, "multiplicity": 1, "elements": ["C", "C", "C", "O", "C", "C", "C", "O", "H", "H", "H", "H", "H", "H", "H", "H", "H", "H"], "coordinates": [[0.465, -1.947, 1.321], [-0.011, -1.136, 0.390], [-1.397, -0.545, 0.495], [-1.638, 0.331, 1.359], [0.801, -0.607, -0.768], [0.331, 0.810, -1.067], [0.540, 1.771, 0.041], [-1.260, 0.475, -1.210], [-0.127, -2.225, 2.185], [1.509, -2.227, 1.355], [-2.183, -1.202, 0.088], [1.868, -0.625, -0.547], [0.605, -1.226, -1.647], [0.596, 1.166, -2.067], [0.346, 2.800, -0.250], [1.527, 1.666, 0.488], [-0.214, 1.437, 0.860], [-1.760, 1.282, -1.027]]}

=====

iii) {"formula": "C6H10O2", "method": "ωB97M-V/def2-TZVPD", "gap_ev": 10.46, "smiles": "c1ccccc1.O.O", "e_lumo_ev": 0.705, "multiplicity": 1, "elements": ["C", "C", "C", "C", "C", "C", "H", "H", "H", "H", "H", "H", "O", "H", "H", "O", "H", "H"], "coordinates": [[2.097, -0.115, 0.109], [1.708, 1.056, 0.724], [0.425, 1.156, 1.288], [-0.414, 0.070, 1.381], [0.026, -1.112, 0.792], [1.218, -1.213, 0.103], [3.030, -0.087, -0.440], [2.377, 1.905, 0.739], [0.136, 2.117, 1.695], [-1.360, 0.172, 1.889], [-0.597, -2.001, 0.804], [1.381, -2.144, -0.416], [-2.942, 0.931, -0.353], [-3.104, 0.066, -0.721], [-2.050, 1.082, -0.694], [-0.802, -0.970, -2.401], [-0.367, -0.745, -1.563], [-0.762, -0.167, -2.939]]}

=====

Stability, highest: iii)

=====

i) {"formula": "C2H13NO4", "method": "ωB97M-V/def2-TZVPD", "gap_ev": 9.85, "smiles": "CNCO.O.O.O", "e_lumo_ev": 0.472, "multiplicity": 1, "elements": ["C", "N", "C", "O", "H", "H", "H", "H", "H", "H", "H", "O", "H", "H", "O", "H", "H", "O", "H", "H"], "coordinates": [[-0.849, -0.796, -1.389], [-1.186, -1.903, -0.486], [-0.876, -1.686, 0.882], [0.499, -1.995, 1.221], [-1.448, 0.049, -1.036], [-1.216, -0.910, -2.402], [0.197, -0.512, -1.314], [-0.811, -2.783, -0.831], [-0.984, -0.624, 1.134], [-1.537, -2.312, 1.486], [0.550, -2.366, 2.097], [1.019, 2.202, -0.044], [1.391, 2.908, 0.484], [1.498, 1.413, 0.295], [2.547, 0.007, 1.026], [1.979, -0.694, 0.644], [3.104, -0.473, 1.618], [-1.228, 3.784, -1.355], [-2.067, 3.541, -1.004], [-0.582, 3.150, -1.025]]}

=====

ii) {"formula": "C2H13NO4", "method": "ωB97M-V/def2-TZVPD", "gap_ev": 8.55, "smiles": "C=CN.O.O.O.O", "e_lumo_ev": 0.411, "multiplicity": 1, "elements": ["C", "C", "N", "H", "H", "H", "H", "H", "O", "H", "H", "O", "H", "H", "O", "H", "H", "O", "H", "H"], "coordinates": [[-3.026, -0.553, -1.391], [-2.221, 0.446, -1.001], [-1.553, 0.463, 0.217], [-3.105, -1.432, -0.761], [-3.615, -0.520, -2.293], [-1.847, 1.158, -1.729], [-1.157, 1.367, 0.423], [-1.982, -0.011, 0.990], [0.648, -3.680, 0.663], [1.084, -2.893, 0.324], [-0.283, -3.460, 0.746], [0.736, 3.368, 0.829], [1.289, 2.955, 0.158], [1.280, 3.962, 1.348], [1.265, 0.979, -0.676], [1.381, 0.188, -0.132], [0.626, 0.709, -1.342], [2.661, -1.016, 0.815], [3.446, -0.491, 0.606], [3.084, -1.719, 1.326]]}

=====

Stability, highest: i)